ORCA calculation (ωB97M-V/def2-TZVPD) on a structure of composition C29H25F3NO10S5SbZr.

HOMO-LUMO gap = 5.31 eV
Max |F| = 0.4 eV/A
Net charge = -2
Spin multiplicity = 1
HOMO energy = -1.359 eV

Last column: Löwdin charge in e.
CARTESIAN COORDINATES (ANGSTROEM)
Zr1 -0.35939 1.99479 -1.07375  1.40
O1 4.93067 5.24679 -1.90825  0.06
C1 3.88888 4.38662 -1.73111  -0.27
C2 3.57365 3.88806 -0.46078  0.07
C3 2.49617 3.04168 -0.37091  -0.17
N1 1.76993 2.73636 -1.43416  0.02
C4 2.10188 3.14226 -2.64972  -0.22
C5 3.17812 3.98510 -2.85417  0.07
C6 1.27344 2.40126 -3.68672  -0.69
O2 1.66642 2.28046 -4.82975  0.06
O3 0.27289 1.78390 -3.13356  -0.33
C7 2.04505 2.24870 0.84713  -0.57
O4 2.70180 2.25590 1.87091  0.08
O5 0.99782 1.53792 0.58784  -0.26
H1 5.29426 5.46667 -1.04441  0.10
H2 4.15510 4.12123 0.42254  0.13
H3 3.43479 4.31763 -3.84890  0.13
S1 -0.31002 4.90795 -3.45095  -0.07
S2 -1.96688 3.85928 -4.00449  -0.13
S3 -2.64895 2.95176 -2.23028  -0.02
S4 -2.39740 0.90031 -2.26751  0.01
O6 -2.57480 4.35105 1.02184  -0.31
S5 -1.42374 3.49451 1.09164  0.30
O7 -0.74814 3.45378 2.36657  -0.31
O8 -1.77935 2.06923 0.63136  -0.63
O9 -0.41791 3.82755 -0.03484  -0.50
C8 0.31773 -1.44314 -3.60994  -0.06
C9 1.69673 -1.09442 -3.10885  -0.27
O10 1.66873 -0.94092 -1.69188  -0.21
C10 2.95045 -0.66048 -1.15172  -0.27
C11 2.99156 -1.09203 0.29803  -0.06
H4 0.36157 -1.62456 -4.68574  0.08
H5 -0.37491 -0.62072 -3.43945  0.02
H6 -0.05544 -2.34543 -3.11974  0.06
H7 2.05146 -0.17034 -3.57618  0.11
H8 2.41254 -1.89422 -3.35352  0.11
H9 3.16971 0.40840 -1.25920  0.11
H10 3.70879 -1.20868 -1.72876  0.11
H11 2.19465 -0.62084 0.87127  0.05
H12 3.94160 -0.79588 0.74775  0.08
H13 2.89265 -2.17708 0.38135  0.07
F1 -1.27481 -6.80072 -1.10830  0.03
C12 -1.27039 -5.48831 -0.75256  -0.29
C13 -0.08646 -4.78381 -0.82520  -0.02
C14 -0.09582 -3.44289 -0.46488  -0.13
C15 -1.26106 -2.81537 -0.02042  -0.35
C16 -2.43262 -3.56526 0.02355  -0.10
C17 -2.45011 -4.90721 -0.34187  -0.02
Sb1 -1.17286 -0.71237 0.49663  1.58
C18 -0.16222 -0.98515 2.37203  -0.36
C19 0.19494 -2.22919 2.88245  -0.13
C20 0.84160 -2.34121 4.10886  -0.03
C21 1.11901 -1.18378 4.80504  -0.29
F2 1.75091 -1.28749 6.00671  0.02
C22 0.78814 0.06775 4.33056  0.01
C23 0.14498 0.16372 3.10393  -0.09
C24 -3.12044 -0.67303 1.39610  -0.35
C25 -3.39138 -1.45581 2.51496  -0.12
C26 -4.64319 -1.44365 3.11673  -0.03
C27 -5.61363 -0.62450 2.57790  -0.29
F3 -6.84297 -0.60553 3.16106  0.02
C28 -5.38285 0.17827 1.48165  0.00
C29 -4.12445 0.15071 0.89298  -0.11
H14 0.81376 -5.27601 -1.17004  0.11
H15 0.81894 -2.86814 -0.55413  0.08
H16 -3.35779 -3.10244 0.34581  0.09
H17 -3.35940 -5.49334 -0.31316  0.11
H18 -0.02703 -3.13218 2.32532  0.09
H19 1.12892 -3.30082 4.51912  0.11
H20 1.04471 0.95429 4.89438  0.12
H21 -0.09264 1.15029 2.71881  0.08
H22 -2.61409 -2.08287 2.93775  0.09
H23 -4.86500 -2.04363 3.98960  0.11
H24 -6.16718 0.82297 1.10822  0.12
H25 -3.91961 0.78625 0.04147  0.05

Cartesian forces (eV/Å) of the 3 atoms listed first:
-0.35 0.01 -0.19
0.02 0.01 0.00
-0.05 -0.02 -0.02

***

ORCA calculation (ωB97M-V/def2-TZVPD) on a structure of composition C29H25IN3O2Re.

HOMO-LUMO gap (alpha / beta) = 6.08 / 6.10 eV
Max |F| = 2.3 eV/A
Net charge = +1
Spin multiplicity = 2
HOMO energy (alpha / beta) = -10.444 / -10.176 eV
<S²> = 0.87

Last column: natural (NBO) charge in e.
CARTESIAN COORDINATES (ANGSTROEM)
Re1 -0.87570 -0.14260 0.36758  0.89
C1 2.18540 3.42920 0.99848  -0.65
C2 0.84900 3.81440 0.46828  0.20
N1 0.59120 5.07090 0.26068  -0.37
C3 -0.59670 5.45450 -0.20972  0.01
C4 -1.63730 4.58800 -0.44682  -0.03
C5 -2.93190 5.10780 -1.03012  -0.10
O1 -4.09800 4.72770 -0.32852  -0.72
C6 -1.42790 3.20230 -0.19472  -0.21
C7 -2.51610 2.30490 -0.29162  0.16
N2 -2.52940 0.99180 -0.15732  -0.55
C8 -3.80450 0.40330 -0.33482  0.17
C9 -4.75810 0.96390 -1.19802  -0.23
C10 -6.03010 0.43790 -1.31142  -0.18
C11 -6.39640 -0.68120 -0.58392  -0.18
C12 -5.46570 -1.28890 0.24088  -0.23
C13 -4.19920 -0.74880 0.34558  -0.17
I1 -2.73270 -1.74300 1.55478  0.42
C14 -0.12430 2.78520 0.20878  0.37
O2 0.19520 1.55260 0.38208  -0.68
H1 2.79990 4.31470 1.12218  0.25
H2 2.66970 2.72580 0.32348  0.22
H3 2.05830 2.93900 1.96168  0.22
H4 -0.69590 6.51470 -0.39142  0.20
H5 -3.05620 4.70360 -2.04232  0.19
H6 -2.86640 6.19870 -1.11292  0.19
H7 -4.11000 5.15380 0.53658  0.48
H8 -3.47730 2.79580 -0.41142  0.24
H9 -4.48970 1.80680 -1.81662  0.23
H10 -6.73780 0.91480 -1.97092  0.24
H11 -7.38950 -1.08970 -0.67082  0.24
H12 -5.72040 -2.17890 0.79188  0.24
C15 -0.48720 -5.31360 -1.17312  -0.58
C16 0.34150 -4.77450 -0.00362  -0.19
C17 -0.15730 -5.36610 1.32048  -0.58
C18 1.83660 -5.11150 -0.18882  -0.58
C19 0.30430 -3.33130 0.06408  0.36
C20 0.40720 -2.11800 0.19818  -0.33
H13 -0.37880 -6.39400 -1.21442  0.23
H14 -0.15410 -4.89630 -2.12062  0.22
H15 -1.54040 -5.07900 -1.03612  0.22
H16 -0.04580 -6.44630 1.28588  0.23
H17 -1.20700 -5.13010 1.48138  0.21
H18 0.42160 -4.98530 2.15918  0.22
H19 1.97370 -6.18930 -0.15222  0.23
H20 2.42790 -4.65970 0.60678  0.22
H21 2.20240 -4.74320 -1.14532  0.22
N3 8.99640 0.53900 0.26008  -0.25
C21 7.86060 0.39800 0.29748  0.25
C22 6.45830 0.20840 0.32948  -0.14
C23 5.82800 -0.39870 -0.76132  -0.15
C24 4.46620 -0.58960 -0.73832  -0.18
C25 3.71770 -0.19220 0.38548  -0.10
C26 4.35610 0.41730 1.47328  -0.18
C27 5.71830 0.61630 1.44288  -0.15
C28 2.36660 -0.53980 0.40408  0.32
C29 1.21060 -0.96620 0.33348  -0.33
H22 6.42390 -0.71550 -1.60572  0.24
H23 3.96470 -1.06770 -1.56632  0.23
H24 3.77630 0.72370 2.32958  0.23
H25 6.23050 1.07630 2.27498  0.24

Cartesian forces (eV/Å) of the 3 atoms listed first:
0.18 0.48 -0.05
0.01 -0.09 0.02
-0.12 -0.72 -0.13

***

ORCA calculation (ωB97M-V/def2-TZVPD) on a structure of composition C29H25IN7STl.

HOMO-LUMO gap (alpha / beta) = 4.35 / 6.13 eV
Max |F| = 2.4 eV/A
Net charge = +2
Spin multiplicity = 1
HOMO energy (alpha / beta) = -12.982 / -13.543 eV

Last column: natural (NBO) charge in e.
CARTESIAN COORDINATES (ANGSTROEM)
Tl1 0.08317 1.09733 -1.20149  0.93
C1 -4.06316 -1.79792 1.03089  -0.17
C2 -3.71485 -0.46223 0.85558  -0.19
C3 -2.94156 -0.08423 -0.22196  -0.23
C4 -2.51333 -1.03631 -1.16996  0.17
C5 -2.88454 -2.38121 -0.98608  -0.24
C6 -3.63411 -2.74965 0.11320  -0.18
N1 -1.62548 -0.64621 -2.14023  -0.44
C7 -1.58173 -1.04424 -3.39885  0.12
C8 -2.63911 -1.68893 -4.10397  -0.19
C9 -2.52779 -1.94157 -5.44098  -0.17
C10 -1.35982 -1.58909 -6.14998  -0.14
C11 -0.30442 -0.98989 -5.50809  -0.20
C12 -0.37937 -0.73160 -4.12989  0.17
N2 0.65322 -0.17110 -3.44446  -0.19
N3 1.82537 -0.41408 -3.72555  -0.11
C13 2.85579 0.25262 -3.07618  0.26
C14 4.14946 -0.01739 -3.50298  -0.17
C15 5.20389 0.57459 -2.82320  -0.14
C16 4.92793 1.40251 -1.74778  -0.21
C17 3.59845 1.61203 -1.39435  0.06
N4 2.58682 1.05950 -2.04545  -0.48
H1 -4.66675 -2.09138 1.87845  0.24
H2 -4.05467 0.28362 1.56159  0.23
H3 -2.72345 0.96278 -0.39820  0.21
H4 -2.51826 -3.13022 -1.67771  0.23
H5 -3.88925 -3.79024 0.26271  0.24
H6 -3.54448 -1.93764 -3.56683  0.24
H7 -3.33898 -2.42192 -5.97086  0.25
H8 -1.28641 -1.82197 -7.20354  0.24
H9 0.59750 -0.71617 -6.03858  0.24
H10 4.30801 -0.67913 -4.34255  0.26
H11 6.22550 0.38091 -3.11962  0.25
H12 5.72053 1.87805 -1.18819  0.25
H13 3.34250 2.24647 -0.55227  0.21
I1 3.57178 -1.91131 2.99242  0.23
C18 2.42752 -2.19619 1.26214  -0.18
C19 2.20780 -3.45480 0.72533  -0.19
C20 1.43524 -3.54737 -0.42339  -0.16
C21 0.90270 -2.39494 -0.97213  0.02
N5 1.10620 -1.18339 -0.45023  -0.50
C22 1.86929 -1.09208 0.63980  0.00
H14 2.62566 -4.33876 1.18730  0.25
H15 1.24496 -4.50601 -0.88510  0.24
H16 0.29011 -2.44509 -1.86297  0.20
H17 2.04791 -0.09933 1.03332  0.20
N6 -0.41220 4.19424 1.27415  -0.75
C23 -0.18557 3.28743 2.23508  0.33
S1 0.44467 1.76380 1.80762  -0.02
N7 -0.49235 3.63494 3.48062  -0.52
C24 -0.51543 2.89121 4.69577  0.10
C25 0.24636 1.75434 4.93693  -0.19
C26 0.09286 1.06642 6.13140  -0.20
C27 -0.78920 1.51890 7.09847  -0.19
C28 -1.51216 2.68264 6.87367  -0.17
C29 -1.37181 3.37199 5.68489  -0.23
H18 -0.13468 3.99730 0.33071  0.42
H19 -0.73368 5.12763 1.47820  0.42
H20 -0.87998 4.56350 3.58720  0.41
H21 0.98172 1.41093 4.22547  0.22
H22 0.68515 0.18037 6.31479  0.23
H23 -0.90044 0.98120 8.02959  0.24
H24 -2.19556 3.04962 7.62701  0.24
H25 -1.94348 4.27669 5.50930  0.22

Cartesian forces (eV/Å) of the 3 atoms listed first:
0.31 -0.71 -0.02
0.05 0.04 -0.03
-0.06 -0.03 -0.01

***

- Which value of max |F| does entry 2 give?
  2.3 eV/A

***

- Which of these has the highest net charge?
  C29H25IN7STl